Run A
Computed, not measured: the molecule C3H7NO, with wB97M-V/def2-TZVPD.

HOMO   -7.458 eV
SMILES string   C/C(O)=C\N
Kohn-Sham gap   8.388 eV
Charge   0

Atoms and positions in Å:
C: 0.81652 -1.26968 -0.04286
C: 0.64919 0.21439 -0.04654
O: 1.75167 0.92992 0.26765
C: -0.51240 0.92357 0.01673
N: -1.79986 0.36559 0.14738
H: 1.83721 -1.49223 -0.34840
H: 0.10832 -1.74364 -0.72205
H: 0.66683 -1.68220 0.95539
H: 1.23238 1.84761 0.38292
H: -0.51999 1.95312 -0.32632
H: -2.42471 0.58022 -0.61888
H: -1.80517 -0.62668 0.33498

=====

Run B
Computed, not measured: the molecule C3H7NO, with wB97M-V/def2-TZVPD.

HOMO   -9.746 eV
SMILES string   CCC(N)=O
Kohn-Sham gap   10.611 eV
Charge   0

Atoms and positions in Å:
C: 1.15495 -0.20333 0.84544
C: 0.09766 -0.87806 -0.00455
C: -0.83069 -0.04350 -0.87265
N: -0.88370 1.29162 -0.61656
O: -1.48517 -0.61149 -1.71549
H: 0.73368 0.35535 1.67100
H: 1.75851 0.54706 0.33249
H: 1.87220 -0.92259 1.24961
H: 0.54926 -1.53706 -0.70358
H: -0.56611 -1.44286 0.65408
H: -0.80621 1.67320 0.31392
H: -1.59438 1.77165 -1.15370

=====

Run C
Computed, not measured: the molecule C3H7NO, with wB97M-V/def2-TZVPD.

HOMO   -8.986 eV
SMILES string   NOC1CC1
Kohn-Sham gap   10.138 eV
Charge   0

Atoms and positions in Å:
N: 2.30669 -0.35848 -0.07341
O: 1.13217 0.46016 -0.19252
C: -0.10392 -0.01389 0.30908
C: -1.31463 0.77426 -0.06928
C: -1.20420 -0.66845 -0.47317
H: 2.41305 -0.45675 0.93152
H: 3.00738 0.28333 -0.19743
H: -0.04290 -0.19320 1.35197
H: -1.16777 1.54277 -0.71790
H: -2.16724 0.94891 0.65948
H: -1.77546 -1.45633 -0.06135
H: -1.08317 -0.86232 -1.46698

=====

Run D
Computed, not measured: the molecule C3H7NO, with wB97M-V/def2-TZVPD.

HOMO   -9.494 eV
SMILES string   CC(C)=NO
Kohn-Sham gap   10.337 eV
Charge   0

Atoms and positions in Å:
C: -1.16822 0.95311 0.54393
C: -0.19279 0.14569 -0.26448
C: 0.69677 -0.83726 0.52082
N: 0.00047 0.48747 -1.48696
O: 0.95779 -0.15914 -2.18789
H: -1.83299 0.27204 1.16880
H: -0.64461 1.68391 1.22385
H: -1.81368 1.57032 -0.13821
H: 1.71585 -0.43812 0.75102
H: 0.72437 -1.83655 0.01878
H: 0.18819 -1.00104 1.50358
H: 1.36886 -0.84043 -1.65323

=====

So which one is most stable? That would be run B, about 181.7 kJ/mol below the next structure.

=====

Run A
Computed, not measured: a structure of composition C4H8S2, with wB97M-V/def2-TZVPD.

HOMO   -8.704 eV
Kohn-Sham gap   9.499 eV
Charge   0

Atoms and positions in Å:
C: 0.39085 0.39587 1.03704
C: 0.28768 0.07476 -0.43350
C: -1.14406 0.07802 -0.96555
C: 0.57757 -1.33482 -0.76535
H: -0.17920 1.97814 2.73328
H: -0.41193 -0.08629 1.58860
H: 1.34081 0.08919 1.38288
H: 1.05167 0.73027 -1.02874
H: -1.94061 -0.32133 -0.28318
H: -1.38477 1.01651 -1.34294
H: 0.23128 -2.08127 -0.06561
H: 1.61575 -1.56289 -1.06763
S: 0.13727 2.18773 1.38391
S: -0.57231 -1.16389 -2.17320

=====

Run B
Computed, not measured: the molecule C4H8S2, with wB97M-V/def2-TZVPD.

HOMO   -8.660 eV
SMILES string   CS/C=C/CS
Kohn-Sham gap   9.465 eV
Charge   0

Atoms and positions in Å:
C: -2.99873 0.11678 -0.11861
S: -1.66902 -1.20809 -0.01548
C: -0.30143 -0.27627 0.43277
C: 0.73906 -0.27703 -0.38623
C: 2.09111 0.29225 -0.16399
S: 3.48207 -0.82172 -0.02806
H: -3.92026 -0.41165 -0.42781
H: -3.12943 0.52804 0.91733
H: -2.85111 0.85461 -0.87028
H: -0.36561 0.21259 1.34116
H: 0.51871 -0.69485 -1.35015
H: 1.91458 0.74576 0.80605
H: 2.34546 1.01503 -0.99101
H: 4.14461 -0.07543 0.85432

=====

Run C
Computed, not measured: the molecule C4H8S2, with wB97M-V/def2-TZVPD.

HOMO   -8.808 eV
SMILES string   C=C(CS)CS
Kohn-Sham gap   9.360 eV
Charge   0

Atoms and positions in Å:
C: -1.29090 -0.99184 0.84404
C: -0.50673 -0.10827 0.39637
C: 0.80340 0.24041 1.00702
S: 2.20600 -0.55700 0.11965
C: -1.00752 0.58234 -0.94236
S: -0.15063 -0.22293 -2.73683
H: -1.20501 -1.50505 1.91929
H: -1.98367 -1.16117 0.26723
H: 1.13270 1.36777 1.17454
H: 0.62413 -0.14847 1.96692
H: 3.04745 0.59057 0.18104
H: -1.99230 0.59488 -1.27449
H: -0.77138 1.74621 -0.89587
H: 1.09446 -0.42744 -2.02654

=====

So which one is most stable? That would be run A, about 22.8 kJ/mol below the next structure.

=====

Run A
Computed, not measured: a cluster of 2 separate species, C4H8S2 in total, with wB97M-V/def2-TZVPD.

HOMO   -8.782 eV
Kohn-Sham gap   8.035 eV
Charge   0

Atoms and positions in Å:
C: 0.62211 1.04358 -0.88979
C: 0.03435 -0.19472 -0.15872
C: 0.00826 0.18201 1.35089
C: -1.31948 -0.48033 -0.91408
H: 1.51129 1.22438 -0.50812
H: 0.70688 0.71300 -1.91148
H: -0.13251 1.83489 -0.81653
H: 1.12772 0.20577 1.78403
H: -0.40196 -0.64230 1.90155
H: -0.58585 1.05293 1.38082
H: 1.06264 -2.19224 1.42887
H: -1.07084 -0.07186 -2.08716
S: 1.10760 -1.75513 -0.41828
S: -2.67023 -0.91997 -0.14199

=====

Run B
Computed, not measured: the molecule C4H8S2, with wB97M-V/def2-TZVPD.

HOMO   -8.728 eV
SMILES string   C1CCSSC1
Kohn-Sham gap   9.414 eV
Charge   0

Atoms and positions in Å:
C: -1.66901 1.26638 0.53728
C: -1.64298 -0.24998 0.80554
C: -0.39785 -0.69564 1.55489
S: 1.09341 -0.38108 0.55283
S: 0.99685 1.69541 0.69696
C: -0.52490 1.80361 -0.31033
H: -2.61163 1.55188 0.09116
H: -1.63536 1.75565 1.52902
H: -1.76709 -0.83326 -0.11546
H: -2.53642 -0.45155 1.45650
H: -0.32456 -0.18676 2.52600
H: -0.51214 -1.74360 1.78334
H: -0.74228 2.87101 -0.56626
H: -0.45026 1.23857 -1.24937

=====

Run C
Computed, not measured: the molecule C4H8S2, with wB97M-V/def2-TZVPD.

HOMO   -8.543 eV
SMILES string   CSCCC=S
Kohn-Sham gap   8.416 eV
Charge   0

Atoms and positions in Å:
C: 1.28600 -1.84992 1.69384
S: 1.43396 -1.17384 0.05585
C: 1.08912 0.59210 0.19295
C: -0.30790 0.78876 0.70207
C: -1.25976 0.41798 -0.40367
S: -2.00906 1.39381 -1.40539
H: 0.29203 -2.24432 2.02975
H: 1.87504 -2.72909 1.71370
H: 1.68699 -1.16408 2.50201
H: 1.98411 0.92386 0.81568
H: 1.10576 0.89408 -0.91393
H: -0.62314 -0.04095 1.48872
H: -0.61536 1.75373 1.21126
H: -1.34859 -0.60618 -0.36559

=====

So which one is most stable? That would be run B, about 188.0 kJ/mol below the next structure.

=====

Run A
Computed, not measured: a cluster of 2 separate species, C2H7OS in total, with wB97M-V/def2-TZVPD.

HOMO   -2.158 eV
Kohn-Sham gap   5.380 eV
Charge   -1

Atoms and positions in Å:
C: -0.79445 -0.60301 -0.95220
S: -1.52558 -1.48905 -2.35453
H: -0.12665 -1.23029 -0.37195
H: -1.62785 -0.31082 -0.31388
H: -0.28711 0.31924 -1.22678
H: -0.48996 -1.42416 -3.19201
C: 0.97554 0.95167 1.66078
O: 1.19392 1.30083 0.38511
H: -0.02698 1.26571 2.07393
H: 1.71095 1.37509 2.39874
H: 0.99815 -0.15521 1.89279

=====

Run B
Computed, not measured: a cluster of 2 separate species, C2H7OS in total, with wB97M-V/def2-TZVPD.

HOMO   -2.337 eV
Kohn-Sham gap   5.727 eV
Charge   -1

Atoms and positions in Å:
C: 1.17249 0.71900 -0.90831
S: 2.92034 0.05979 -1.01119
H: 0.65131 0.74499 -1.88036
H: 1.33878 1.73178 -0.81317
H: 0.48998 0.45681 -0.09146
H: 3.35164 1.29963 -1.38188
C: -2.01285 -1.00107 1.18657
O: -1.00921 -0.09394 0.80938
H: -1.80504 -1.29872 2.30544
H: -2.01630 -2.05061 0.66249
H: -3.08112 -0.56765 1.12249

=====

Run C
Computed, not measured: a cluster of 2 separate species, C2H7OS in total, with wB97M-V/def2-TZVPD.

HOMO   -2.005 eV
Kohn-Sham gap   5.976 eV
Charge   -1

Atoms and positions in Å:
O: 1.96517 1.15906 0.09198
H: 2.72546 0.58532 0.23826
C: 0.35562 -1.77517 -0.20074
C: -0.05409 -0.51485 0.54198
S: -1.36094 0.49974 -0.20345
H: 0.92210 -2.40824 0.49063
H: -0.47518 -2.37019 -0.60260
H: 1.01648 -1.49884 -1.02858
H: 1.09812 0.47063 0.38950
H: -0.22017 -0.53818 1.61555
H: -0.53152 1.22535 -0.94340

=====

Run D
Computed, not measured: a cluster of 2 separate species, C2H7OS in total, with wB97M-V/def2-TZVPD.

HOMO   -1.187 eV
Kohn-Sham gap   5.217 eV
Charge   -1

Atoms and positions in Å:
O: -2.38528 1.50529 -0.33300
H: -2.29386 0.53907 -0.26017
C: 0.98913 0.17232 0.81788
C: 0.48958 -0.41467 -0.49280
S: 1.16821 -1.71078 -1.29507
H: 1.26390 1.23783 0.68281
H: 1.83496 -0.40817 1.17546
H: 0.21155 0.23949 1.58256
H: -1.45755 1.77773 -0.22180
H: -0.46804 -0.01706 -0.82816
H: 0.64740 -2.92106 -0.82771

=====

So which one is most stable? That would be run C, about 15.0 kJ/mol below the next structure.

=====

Run A
Computed, not measured: the molecule C2H4BFO, with wB97M-V/def2-TZVPD.

HOMO   -9.858 eV
SMILES string   B[C@H](F)C=O
Kohn-Sham gap   9.410 eV
Charge   0

Atoms and positions in Å:
B: -0.71831 0.53072 -0.25781
C: 0.60218 0.67771 0.43639
F: 1.35765 1.80440 0.16162
C: 1.78308 -0.63701 -0.13062
O: 2.58571 -0.34202 -0.94928
H: -1.68521 -0.03876 0.13904
H: -0.63126 1.20183 -1.24186
H: 0.86318 0.57832 1.55410
H: 1.62143 -1.60673 0.46390

=====

Run B
Computed, not measured: a cluster of 2 separate species, C2H4BFO in total, with wB97M-V/def2-TZVPD.

HOMO   -9.272 eV
SMILES string   C=C=O.BF
Kohn-Sham gap   9.252 eV
Charge   0

Atoms and positions in Å:
C: 0.71191 0.13340 -0.62497
C: -0.13049 -0.18646 -1.59978
O: -0.73649 -0.77617 -2.43271
H: 1.64325 0.77941 -0.70979
H: 0.76448 -0.65467 0.30314
B: -0.60226 0.04996 1.25199
F: 0.07811 1.30700 1.18281
H: -0.30339 -0.66521 2.21877
H: -1.42512 0.01275 0.41056

=====

So which one is most stable? That would be run B, about 54.1 kJ/mol below the next structure.